Entry 1:
2 unconnected molecules or ions with the total composition C3H10OS2, computed with the ωB97M-V functional and the def2-TZVPD basis.

Total charge = 0
Molecular weight = 126.25 g/mol
SMILES = CSCSC.O
Max |F| = 0.0243 hartree/bohr

Geometry (Å):
S  -1.351  0.826  1.845
S  0.164  -1.124  0.074
C  -2.555  -0.557  2.124
C  1.831  -0.500  0.524
C  -0.785  0.441  0.147
H  -3.166  -0.780  1.232
H  -3.224  -0.215  2.931
H  -2.056  -1.485  2.449
H  1.794  0.290  1.292
H  2.357  -0.105  -0.362
H  2.405  -1.353  0.923
H  -0.152  1.281  -0.198
H  -1.680  0.405  -0.503
O  2.297  0.661  -4.377
H  1.357  0.951  -4.348
H  2.762  1.265  -3.755

These are the Löwdin partial charges, in e, on atoms 1 to 4:
1 S 0.70
2 S 0.71
3 C -0.41
4 C -0.41


Entry 2:
2 unconnected molecules or ions with the total composition C3H10OS2, computed with the ωB97M-V functional and the def2-TZVPD basis.

Total charge = 0
Molecular weight = 126.25 g/mol
SMILES = CCCSS.O
Max |F| = 0.0354 hartree/bohr

Geometry (Å):
C  0.185  -2.239  0.933
C  0.802  -3.597  0.590
C  -0.775  -1.694  -0.149
S  -1.488  -0.192  0.520
S  -1.248  1.249  -0.923
H  0.947  -1.473  1.085
H  -0.388  -2.334  1.851
H  0.837  -3.829  -0.472
H  1.851  -3.579  0.892
H  0.408  -4.415  1.185
H  -1.473  -2.523  -0.306
H  -0.203  -1.577  -1.074
H  -2.446  1.201  -1.530
H  3.685  5.071  -0.289
H  4.621  4.583  0.730
O  4.536  4.618  -0.229

These are the Löwdin partial charges, in e, on atoms 1 to 4:
1 C -0.36
2 C -0.11
3 C -0.60
4 S 0.43


Entry 3:
A gas-phase ion, C3H10PS3 (charge +1), computed with the ωB97M-V functional and the def2-TZVPD basis.

Total charge = +1
Molecular weight = 173.29 g/mol
Max |F| = 0.0861 hartree/bohr

Geometry (Å):
C  -2.214  -0.107  0.316
C  -1.351  0.640  -0.637
C  -0.154  -0.191  -0.885
P  1.322  -0.054  0.345
S  1.411  -1.843  1.486
S  1.310  1.520  1.704
S  3.163  0.030  -1.195
H  -1.841  -0.196  1.347
H  -2.434  -1.112  -0.159
H  -3.309  0.196  0.592
H  -1.829  0.668  -1.599
H  -1.068  1.547  -0.167
H  0.224  0.197  -1.874
H  -0.294  -1.263  -1.003
H  1.481  -2.624  0.255
H  2.469  1.200  2.505
H  3.114  1.392  -1.030

These are the Löwdin partial charges, in e, on atoms 1 to 4:
1 C -0.13
2 C -0.33
3 C -0.38
4 P 0.12


Per-record total energy, hartree: -991.8922; -991.8975; -1655.9290
Per-record ΔE to the lowest compared entry with this formula, charge and spin, kJ/mol: 51.0; 37.1; 40.1
Per-record LUMO energy, Ha: 0.020; 0.020; -0.191